# C14H15AuCl2NS2Si

C14H15AuCl2NS2Si as an isolated structure at a distorted geometry (ωB97M-V/def2-TZVPD, the OMol25 dataset).

Calculated values
Electronic energy = -74531.0887 eV
E_HOMO = -11.9 eV
Multiplicity = 1
Strongest force on any atom = 1.22 eV Å⁻¹
Total charge = +1
Frontier orbital gap = 0.29812 hartree
Energy relative to the best compared isomer or geometry (same formula, charge and spin) = 0.000 eV
LUMO = -0.138 Ha

CARTESIAN COORDINATES (ANGSTROEM)
Cl  -0.4785  -3.1136  0.1726
H  3.6115  2.9008  -0.2169
H  0.6477  3.9594  -3.1014
Si  2.9671  3.2702  -2.5996
H  3.2229  4.2005  -4.9028
C  -0.5608  -2.2199  -2.3998
H  -3.1544  -1.8947  -4.5531
H  1.5080  5.1824  -2.1756
C  2.3567  -1.0773  -4.3048
H  3.3244  -0.3728  -6.0325
H  4.4767  4.2441  -0.9500
C  -3.2992  -2.8136  -2.6176
Cl  -0.5533  -1.0410  -4.8594
C  2.6521  1.4742  -3.2355
C  1.3405  4.1100  -2.2731
C  -1.2794  -2.8262  -1.3595
H  4.0331  5.1693  -3.6889
C  2.0274  0.4542  -2.4556
H  4.7887  3.6930  -4.2555
H  -3.1343  -3.5889  -0.6157
H  -4.3517  -3.0383  -2.7130
C  2.9537  -0.1263  -5.0511
S  1.2091  -2.1774  -2.2096
N  1.8642  -0.7940  -3.0332
H  3.5489  1.9292  -5.1002
C  -2.6300  -3.1313  -1.4526
C  3.8310  4.1449  -4.0006
Au  0.5652  -0.9254  0.0271
C  -1.2878  -1.8809  -3.5464
C  3.0788  1.1643  -4.5026
H  4.9625  2.5917  -1.3062
H  0.8603  3.7639  -1.3616
C  4.1015  3.2358  -1.1267
S  1.6073  0.9103  -0.8522
C  -2.6343  -2.1752  -3.6479
H  2.2294  -2.1105  -4.6411

# C5H9NO

An isolated molecule of C5H9NO at a distorted geometry (ωB97M-V/def2-TZVPD, the OMol25 dataset).

Calculated values
Structure (SMILES) = C=CCCNC=O
Electronic energy = -8867.4057 eV
E_HOMO = -9.7 eV
Multiplicity = 1
Strongest force on any atom = 2.70 eV Å⁻¹
Total charge = 0
Frontier orbital gap = 0.39136 hartree
Energy relative to the best compared isomer or geometry (same formula, charge and spin) = 1.807 eV
LUMO = 0.034 Ha

CARTESIAN COORDINATES (ANGSTROEM)
C  -1.7493  -0.6015  -1.1539
H  -0.8865  -0.0461  -1.4944
H  1.5828  -0.8669  0.5685
C  2.3993  0.4356  -0.7344
H  -2.3645  -1.1569  -1.8423
C  -1.8066  -0.7218  0.1752
N  1.4099  -0.0100  0.0643
H  2.1161  1.3775  -1.2398
O  3.4661  -0.1166  -0.9159
H  0.7728  1.5917  1.1351
C  -0.7943  -0.1121  1.1183
H  -2.5212  -1.4065  0.6238
C  0.3018  0.8500  0.4886
H  -1.2381  0.5292  1.8835
H  -0.3397  1.2377  -0.2958
H  -0.3485  -0.9832  1.6189

# C4H14O4

A 3-piece molecular cluster, C4H14O4 overall at a distorted geometry (ωB97M-V/def2-TZVPD, the OMol25 dataset).

Calculated values
Structure (SMILES) = OCCCCO.O.O
Electronic energy = -12563.1856 eV
E_HOMO = -10.0 eV
Multiplicity = 1
Strongest force on any atom = 5.23 eV Å⁻¹
Total charge = 0
Frontier orbital gap = 0.39129 hartree
Energy relative to the best compared isomer or geometry (same formula, charge and spin) = 1.843 eV
LUMO = 0.023 Ha

CARTESIAN COORDINATES (ANGSTROEM)
O  0.3938  -1.7660  -0.7380
H  -0.6858  -2.5726  1.2375
O  -1.3530  -1.9316  1.3132
O  -0.5925  -0.0141  2.9985
H  -0.4319  -1.3009  -0.5181
C  0.4511  1.3738  -0.4813
O  -1.6774  0.6335  -1.3685
C  1.4073  -1.0181  -0.0363
H  0.1734  1.1829  0.5607
H  2.4361  -1.4804  -0.0522
H  -0.5346  -0.7801  2.5388
H  2.5802  0.7852  -0.7313
C  1.5551  0.3608  -0.7882
H  -1.3592  2.5791  -0.7884
H  1.1126  -0.9905  0.9878
H  -2.1960  -2.1922  1.7454
H  1.0577  2.3402  -0.5520
H  -0.5674  2.2011  -2.3369
H  -1.7214  0.1050  -2.0996
C  -0.7327  1.7229  -1.3940
H  -0.8200  0.6692  2.3386
H  1.5044  0.0929  -1.8356

# C15H20BF9N4OOsS

C15H20BF9N4OOsS as an isolated structure (ωB97M-V/def2-TZVPD, the OMol25 dataset).

Calculated values
Electronic energy = -62330.5550 eV
E_HOMO (spin up / spin down) = -8.9 / -8.9 eV
Multiplicity = 1
Strongest force on any atom = 0.98 eV Å⁻¹
Total charge = 0
Frontier orbital gap (spin up / spin down) = 0.26803 / 0.26808 hartree
Energy relative to the best compared isomer or geometry (same formula, charge and spin) = 0.757 eV
LUMO (spin up / spin down) = -0.060 / -0.060 Ha

CARTESIAN COORDINATES (ANGSTROEM)
C  -1.0257  -0.2760  -3.7759
O  1.8782  0.9247  0.8771
C  3.0769  -0.5822  -1.1530
C  3.8972  -0.4401  -2.2562
H  1.4674  -0.0319  -4.5542
C  -2.6334  -0.0266  -0.0956
H  3.4371  2.8385  -0.0078
H  4.9681  -0.4680  -2.1177
H  1.8374  3.1041  3.4135
H  -0.5355  -0.8815  -4.5367
N  -2.1971  -0.2110  -1.3071
C  -0.2730  -0.3502  -2.4953
C  0.8990  -1.6332  1.5490
H  0.7992  1.6967  3.1773
F  2.4292  -2.9807  0.3150
H  -2.0479  -0.6093  -3.6340
H  3.9531  -0.0669  -4.3699
C  1.7823  2.1133  2.9587
C  -4.5888  0.3590  1.3888
N  1.7446  -0.5417  -1.2358
N  -0.8291  -0.3613  -1.3325
F  0.7071  3.9712  -0.9655
C  3.3536  2.7602  1.0763
C  3.3320  -0.2237  -3.4984
F  2.2248  -3.3872  2.4249
F  -0.8018  3.7251  0.7547
C  1.1897  -0.3703  -2.4637
Os  0.3759  -0.0152  0.2856
C  1.9863  2.2410  1.4642
H  1.2122  2.8810  1.0434
S  -1.5877  -0.2691  1.3209
H  -5.6796  -1.5049  1.2434
B  -0.5047  3.4345  -0.5658
C  1.9534  -0.1999  -3.6055
H  2.5441  1.4764  3.4109
F  -0.0206  -2.6480  1.5650
F  3.2832  -1.6345  1.7962
H  3.5079  3.7548  1.4983
F  0.8792  -1.0900  2.8137
C  -5.0122  -0.9938  1.9385
H  3.5012  -0.6924  -0.1749
N  -3.9192  0.2781  0.0979
H  -5.5400  -0.8652  2.8841
H  -4.1487  -1.6344  2.1178
F  -0.3327  1.9488  -0.6473
C  2.2308  -2.4160  1.5118
H  4.1375  2.0997  1.4527
H  -5.4549  1.0049  1.2470
H  -3.9282  0.8783  2.0838
H  -1.0557  0.7610  -4.1217
F  -1.5433  3.7332  -1.4215
H  -4.4760  0.3208  -0.7419